# 1
Below is C42H34N9PbS6 as an isolated structure, with properties calculated with ωB97M-V/def2-TZVPD.

The geometry in ORCA input format:
```
! RIJCOSX wB97M-V def2-TZVPD def2/J DEFGRID3
* xyz -1 1
C 0.44 6.04 1.33
N 2.12 2.34 0.76
C 2.39 -1.68 -4.15
N 2.32 -0.44 1.37
C 1.15 3.92 2.08
C 1.58 3.60 0.77
H 3.48 0.69 0.13
C -2.93 -3.38 4.13
C 0.93 2.72 -4.74
C 1.42 4.51 -0.27
H -3.08 2.09 -5.07
N -1.40 1.12 -1.73
H -4.39 1.07 -3.23
C 2.44 0.54 2.44
C -0.99 -4.76 3.95
H -0.86 0.73 2.27
H 4.71 -4.53 -2.75
C 2.01 1.89 1.97
H -0.56 -5.74 3.83
N -1.32 1.60 2.50
C 3.64 -2.70 -2.32
C -0.76 -2.37 4.23
H 2.51 -2.78 -5.97
C 2.81 -1.67 -2.82
C -2.70 0.95 -1.87
C 0.58 5.15 2.37
C 0.85 5.72 0.03
C 0.73 1.80 -2.52
Pb -0.38 -0.58 -0.16
C 0.67 -3.79 -0.35
H 1.57 3.11 -5.52
S 0.23 -2.94 1.09
H -3.99 -3.18 4.17
H 4.39 -0.65 0.92
H 0.71 6.46 -0.75
N -1.76 2.40 1.54
C -2.31 3.43 2.16
H 0.00 7.01 1.52
C -4.88 -0.75 1.34
H 1.16 1.48 -1.59
N 3.88 -2.36 -1.02
C 3.24 -1.16 -0.79
H -0.86 2.91 -5.88
H -5.45 -1.21 2.14
C -2.62 1.84 -4.11
S 0.09 -0.99 4.58
C -3.35 1.29 -3.09
H -3.04 -5.49 3.97
C 1.78 -5.69 -1.81
C -2.21 3.29 3.55
H 3.98 -4.52 -5.10
C 0.30 -3.52 -1.63
H -2.56 3.96 4.31
C -2.40 -4.62 4.02
C -3.52 -0.99 1.20
S -0.64 -2.19 -2.23
N 1.45 2.81 2.83
C -0.19 -3.65 4.02
C 3.66 -3.73 -4.44
H -6.58 0.27 0.52
H 1.22 2.64 3.79
H 2.57 2.40 -3.39
S 1.70 -5.20 -0.14
H 4.38 -2.91 -0.34
H 3.48 0.60 2.82
H 1.74 -0.91 -4.51
H -3.05 -1.67 1.91
N 2.61 -0.73 -1.84
H 1.80 0.23 3.27
H -5.30 1.27 -1.31
H -2.74 4.23 1.59
H 1.73 4.26 -1.27
S 0.85 -4.66 -2.85
C -4.80 0.62 -0.61
C -3.43 0.37 -0.75
H -2.51 -1.37 4.34
C 4.09 -3.74 -3.13
H 2.19 -1.37 1.74
C 3.43 -0.36 0.44
H 0.25 5.39 3.37
N -2.12 -2.30 4.23
C -0.41 2.61 -4.95
H 0.88 -3.73 3.95
C -0.66 1.66 -2.71
C 2.82 -2.72 -4.94
S 2.66 -6.98 -2.32
C -1.24 2.07 -3.95
H -1.28 1.55 4.61
C -1.57 2.09 3.73
C 1.50 2.32 -3.52
C -2.75 -0.43 0.19
C -5.52 0.07 0.43
*
```

Values from the calculation:
LUMO energy: 2.1 eV
electronic energy: -127780.39819 eV
frontier orbital gap: 5.6 eV

# 2
Below is C42H35AuN3P2 as an isolated structure, with properties calculated with ωB97M-V/def2-TZVPD.

The geometry in ORCA input format:
```
! RIJCOSX wB97M-V def2-TZVPD def2/J DEFGRID3
* xyz 1 3
C 5.52 -0.72 0.90
C -2.83 -1.66 1.12
H 1.94 0.52 -4.36
P -0.16 -2.05 0.60
H -3.54 -5.31 2.17
N 2.89 0.13 -2.20
H 6.20 -0.94 1.71
H 1.79 -5.59 -3.38
C 0.06 -4.78 -2.41
C 1.42 -4.94 -2.59
H 0.97 7.05 -1.91
H -0.96 0.29 -1.21
C -1.73 0.57 -3.18
C -0.71 0.42 -2.25
C -2.07 -3.92 1.47
H 2.57 -2.90 -0.17
C -0.35 6.08 -0.53
C -0.42 -3.95 -1.40
H 0.05 -1.52 4.97
C 5.99 -0.65 -0.41
H -1.28 -4.66 1.43
C 5.14 -0.37 -1.46
C 1.52 5.01 -1.62
C -2.51 1.96 2.33
C 0.86 -2.35 2.16
C 0.62 2.45 2.47
C -0.64 4.90 0.13
C 0.48 -3.29 -0.56
H 5.50 -0.32 -2.48
H -4.89 -1.29 1.56
H -1.48 -3.83 -1.27
H -5.77 1.74 1.45
C 3.33 -0.20 0.13
H 3.38 -4.38 -1.92
C 0.27 0.58 4.33
H 0.13 0.79 -5.99
H -2.76 0.57 -2.84
H -4.77 2.06 -0.79
H -2.64 -0.64 0.82
H -1.89 1.94 3.22
C 2.31 -4.27 -1.78
C 4.17 -0.50 1.17
H -1.50 4.85 0.80
H 7.04 -0.83 -0.61
H -0.06 1.18 5.16
C 0.33 -0.78 4.23
H -2.34 2.32 -1.04
H 0.52 -3.20 2.74
H 3.81 -0.56 2.19
C -4.14 2.03 0.09
H 2.35 5.04 -2.31
H -0.65 -5.29 -3.05
C 0.74 6.13 -1.39
N 1.13 0.07 2.30
P -0.16 2.22 0.79
C -4.70 1.84 1.35
C -4.10 -2.03 1.54
C -0.11 0.69 -4.94
C -3.88 1.81 2.47
H 0.11 3.16 3.11
C -4.36 -3.34 1.92
N 1.66 0.24 -1.74
H -4.31 1.68 3.45
C -3.34 -4.28 1.88
H -2.24 0.82 -5.25
C 3.78 -0.14 -1.21
H 1.62 2.84 2.24
C 1.85 -3.44 -0.77
C 0.14 3.77 -0.08
Au 1.35 0.23 0.24
C 0.62 0.41 -2.67
C -2.77 2.17 -0.05
H 1.88 -2.53 1.80
H -5.35 -3.62 2.24
H 1.81 2.93 -1.16
C -1.44 0.71 -4.53
C 0.84 -1.09 2.93
H -0.96 6.95 -0.36
C 0.74 1.10 3.08
C 0.92 0.54 -4.03
C 1.22 3.82 -0.97
C -1.81 -2.60 1.09
C -1.94 2.14 1.07
*
```

Values from the calculation:
LUMO energy (alpha / beta): -3.0 / -5.3 eV
electronic energy: -70854.60797 eV
frontier orbital gap (alpha / beta): 5.8 / 5.0 eV

# 3
Below is C42H35Cl2N5O5Os as an isolated structure at a distorted geometry, with properties calculated with ωB97M-V/def2-TZVPD.

The geometry in ORCA input format:
```
! RIJCOSX wB97M-V def2-TZVPD def2/J DEFGRID3
* xyz 2 5
C 0.71 5.07 3.40
H -3.44 0.15 -3.99
C -4.31 1.58 -1.17
C -5.00 -3.26 1.45
C 2.87 -1.80 -2.13
C 3.30 1.93 -0.50
C -0.28 4.86 1.26
C 0.99 -0.75 -3.41
H 0.46 1.60 4.04
C 2.23 1.36 1.52
Cl 0.63 -5.45 -3.64
H -2.71 -1.36 2.95
H 1.17 6.80 -1.18
N 1.07 -3.24 -1.53
H 5.22 2.90 -0.35
H -2.90 -2.51 -1.12
H -2.49 3.70 2.07
C 0.61 5.74 0.63
H 2.08 -2.55 -3.95
C 2.25 -1.59 -3.49
H -0.10 -8.03 0.31
C 4.35 2.48 0.19
C -1.88 1.68 -1.37
C 1.08 0.68 2.17
H -0.82 5.86 -2.44
C -2.71 -1.79 0.87
Os 0.67 0.33 -0.67
Cl 0.10 -3.50 1.52
H 4.60 -2.56 1.32
C -1.47 -1.01 0.61
H -0.13 -6.05 1.86
H -5.21 1.77 -0.60
C 0.15 -7.04 -0.02
O -0.67 1.91 -0.86
H -5.42 0.92 -2.84
C 3.26 1.95 2.26
H -4.72 -2.58 3.43
H 0.06 -7.70 -2.08
H 2.58 -3.64 0.76
C -0.56 5.54 -1.41
H 0.50 6.14 3.55
H -5.87 -3.83 1.65
O 1.05 0.31 -2.54
C -3.06 2.56 0.66
C -4.52 -3.21 0.14
C 2.29 -2.71 -1.20
H 3.13 1.92 3.32
H 3.04 -1.05 -4.09
H 0.95 -3.23 -2.54
C -2.02 1.11 -2.62
C -3.21 -1.86 2.17
C 2.94 -2.98 0.03
H -1.15 0.86 -3.26
C -4.44 1.02 -2.41
H 5.65 -1.02 -0.36
C 4.14 -2.39 0.34
H 5.09 3.04 2.12
C 4.69 -1.45 -0.53
C -1.49 4.64 -0.83
C 0.64 -4.48 -1.04
N 0.26 0.21 1.29
C 4.31 2.52 1.57
H 4.55 -0.55 -2.46
H 0.61 4.58 4.34
O -0.34 4.51 2.57
H 0.20 -0.16 3.93
C 0.25 -6.84 -1.39
C 0.51 6.06 -0.70
O -0.93 -0.93 -0.56
C 0.33 -4.71 0.30
N 2.25 1.37 0.14
O 0.03 -0.93 -4.09
C 0.43 -5.57 -1.89
H -2.36 4.39 -1.39
H 1.65 4.89 2.94
C 0.15 -5.96 0.81
C 0.90 0.64 3.67
H 1.36 6.19 1.28
H 3.33 1.76 -1.60
H -3.89 2.29 1.30
C -3.28 0.74 -3.11
C -1.28 4.26 0.48
C -3.05 1.95 -0.64
H 1.83 0.51 4.16
H -5.05 -3.69 -0.67
C -3.35 -2.48 -0.16
C -4.38 -2.52 2.43
C 4.10 -1.25 -1.77
N -2.25 3.43 1.13
N -0.87 -0.45 1.67
*
```

Values from the calculation:
LUMO energy (alpha / beta): -6.7 / -7.9 eV
relative energy (zero: lowest compared OMol25 entry of this formula, charge and spin): 0.0 kJ/mol
electronic energy: -89306.05023 eV
frontier orbital gap (alpha / beta): 5.8 / 4.6 eV

# 4
Below is C42H35Cl3N3O2PRb as an isolated structure, with properties calculated with ωB97M-V/def2-TZVPD.

The geometry in ORCA input format:
```
! RIJCOSX wB97M-V def2-TZVPD def2/J DEFGRID3
* xyz 1 1
C 2.59 -4.28 0.37
H 2.87 0.51 4.27
N -0.18 4.08 -0.85
H -3.75 -4.46 -2.08
H 3.89 -5.98 0.40
H -0.18 0.41 -2.62
H 0.39 -3.32 -4.64
C 3.60 -5.08 -0.13
C -2.95 1.21 3.75
C 2.47 -0.66 -4.44
C -1.84 -2.19 -0.47
C 1.69 0.19 -3.65
C -4.79 1.03 1.69
C 0.80 -2.32 2.02
H 0.81 -2.75 5.87
H -3.89 4.72 2.92
H 3.26 1.47 -2.99
C -1.19 6.25 -0.72
H -3.74 -0.67 4.42
C 0.80 -2.62 4.80
N -1.23 3.47 1.69
C 0.34 4.43 -2.02
C -1.67 -4.70 -1.61
C -0.56 -4.12 -1.02
C 2.30 1.42 4.16
C -3.94 2.12 1.76
C 4.25 -4.74 -1.31
H 0.61 5.90 -3.56
C -3.80 0.11 3.67
C 2.22 -3.12 -0.31
C -2.97 -2.76 -1.04
C -0.62 6.60 -1.93
H 2.91 -2.19 4.68
C -2.09 3.41 2.88
C -0.03 -1.51 -3.58
H 0.38 -4.65 -1.03
C 1.14 3.39 -2.72
C 1.98 -2.30 4.13
C 2.88 -2.77 -1.48
C 0.44 -0.24 -3.22
H 4.39 -3.30 -2.90
H 5.05 -5.36 -1.70
H 2.60 -1.87 -2.01
C 2.22 1.57 -3.32
O -2.44 5.37 1.61
H -0.79 7.59 -2.35
C 2.14 2.54 -4.53
C -0.37 -2.64 2.70
H -2.24 1.29 4.57
C -2.88 -4.02 -1.62
H 1.50 2.15 -5.32
C 0.75 -2.34 -4.37
C -4.72 0.02 2.64
H -1.00 -1.83 -3.24
C -0.37 -2.78 4.08
O 1.51 3.72 -3.97
C 0.16 5.67 -2.60
C -0.62 -2.85 -0.43
N 1.47 2.25 -2.26
Cl 0.60 0.98 3.91
H 2.08 -4.56 1.28
H -5.38 -0.83 2.58
H -1.59 -5.68 -2.05
Cl 2.97 2.34 2.80
H -1.46 3.31 3.76
C 2.00 -1.91 -4.80
P 0.88 -2.00 0.22
H -3.90 -2.21 -1.04
H -3.99 2.90 1.01
H 2.90 -1.89 2.24
H -2.44 5.45 3.66
H -1.29 -2.80 2.15
H 3.45 -0.33 -4.77
Cl -2.03 -0.60 0.22
H 3.10 2.82 -4.93
H 2.61 -2.56 -5.42
Rb 0.59 1.47 0.48
H -5.51 0.96 0.88
C -2.80 4.78 2.88
H -1.28 -3.04 4.60
H 2.36 2.04 5.04
C 1.97 -2.14 2.76
C -1.52 4.54 1.07
C -3.01 2.22 2.80
C -0.93 4.98 -0.22
H -1.81 6.93 -0.16
C 3.89 -3.58 -1.99
*
```

Values from the calculation:
LUMO energy: -2.3 eV
relative energy (zero: lowest compared OMol25 entry of this formula, charge and spin): 3.2 kJ/mol
electronic energy: -100196.68740 eV
frontier orbital gap: 8.2 eV